{"formula": "CH6N2PS", "method": "ωB97M-V/def2-TZVPD", "e_tot_ev": -24230.619, "smiles": "N[C@]1([NH3+])PS1", "lumo_ha": -0.1490, "total_charge": 1, "largest_force_ev_per_a": 2.42, "spin_multiplicity": 1, "species": ["H", "N", "H", "S", "C", "H", "H", "N", "H", "P", "H"], "coordinates": [[0.23, -0.76, 1.76], [-0.55, -0.52, 1.12], [-0.52, 0.85, -1.89], [1.94, -0.95, -0.27], [0.05, 0.16, -0.06], [-1.04, -1.39, 0.88], [-1.38, -0.51, -1.37], [-0.81, 0.28, -1.10], [-1.21, 0.11, 1.60], [1.62, 1.05, 0.29], [1.65, 1.67, -0.97]], "mulliken_charge": [0.418, -0.347, 0.263, -0.155, 0.182, 0.368, 0.226, -0.438, 0.372, 0.030, 0.081]}